(1)
31
Properties=species:S:1:pos:R:3:forces:R:3 method="wB97M-V/def2-TZVPD" molar_mass_g_mol=195.27 charge=+2 total_energy_ev=-17038.334 gap_ev=2.96 e_lumo_ev=-9.54
C 0.0163 -0.1465 2.2221 1.60 -0.10 -1.11
C -0.4282 0.5479 1.0798 -3.38 0.58 -0.57
C 1.4041 -0.4134 1.9689 -3.49 1.38 -1.46
C 0.5826 0.7052 0.0725 3.44 1.62 -2.19
C 3.1746 0.8330 -0.8933 -2.28 -2.84 2.12
C -0.7315 -0.6067 3.4351 -0.40 -0.80 -0.43
C 2.3041 -1.1335 2.7680 3.04 -1.28 0.17
C 3.9401 0.8947 -2.1136 2.63 -1.56 1.60
C 0.2353 2.0889 -1.9366 -3.61 2.38 -0.46
N 2.8489 0.1449 0.0854 1.64 2.04 -1.86
N 1.6819 0.0532 0.6830 1.02 -0.39 0.08
N -1.6400 1.0226 0.7580 1.62 -2.04 4.22
N 0.9368 1.3714 -0.9750 -0.11 -2.56 2.64
N -6.8738 -2.8172 -3.7033 0.03 1.73 1.32
H -1.8471 -0.3693 3.3242 1.74 -0.49 0.71
H -0.5212 -1.6950 3.6607 -0.79 0.84 -0.82
H -0.2140 -0.1874 4.2821 -0.58 0.87 0.62
H 3.3889 -0.7483 2.6089 -1.68 -1.27 0.07
H 2.1047 -1.0470 3.8123 -0.38 0.28 0.79
H 2.1152 -2.2475 2.5640 0.79 1.24 -0.04
H 3.7731 1.6907 -2.7335 -1.06 2.21 -1.47
H 3.9848 -0.0486 -2.6952 -0.35 0.37 0.59
H 5.0034 1.1472 -1.7680 -1.05 -0.53 -0.21
H -0.3719 3.0700 -1.4810 1.53 -2.53 -1.07
H 0.9302 2.4457 -2.6667 0.31 0.44 -0.39
H -0.5209 1.4483 -2.5165 0.90 0.74 1.03
H -2.2885 1.0381 1.5158 -0.78 -0.07 0.34
H -1.9403 1.4901 -0.0139 -0.34 1.44 -2.89
H -7.2513 -3.3792 -2.9756 -0.24 -0.46 -0.12
H -6.4500 -3.2010 -4.4865 0.45 -1.11 -1.21
H -7.3463 -1.9512 -3.8821 -0.23 -0.15 0.03


(2)
30
Properties=species:S:1:pos:R:3:forces:R:3 method="wB97M-V/def2-TZVPD" molar_mass_g_mol=203.31 charge=0 total_energy_ev=-26025.963 gap_ev=8.54 e_lumo_ev=0.83
O -3.5059 -1.8936 1.4956 -1.38 0.30 1.07
O -0.9349 0.5814 0.5907 -0.35 0.92 1.47
N 1.2688 0.4732 -1.4756 0.97 0.21 -0.79
S -2.3029 -1.1727 1.9947 0.15 -1.81 -2.16
C 0.3697 1.3825 -2.2579 1.49 -1.02 3.54
C 2.6591 0.8252 -1.0507 -3.07 -2.27 2.03
C 3.1097 -0.5580 -0.4532 -0.82 0.37 0.91
C -2.5867 1.5527 2.1727 1.13 1.25 -1.99
C -1.1757 -1.7598 0.6915 3.39 0.15 0.40
C 1.8314 -1.0245 0.2721 -0.91 -0.46 -0.59
C -2.2426 0.4254 1.1833 0.80 2.33 0.06
C -0.7156 -0.5577 -0.1850 -0.73 -1.16 -0.36
C 0.6862 -0.7404 -0.8309 1.86 2.16 1.87
H -0.2276 1.7547 -1.4346 -0.87 1.02 -0.50
H -0.1916 0.7042 -2.8147 -1.19 -0.49 -1.69
H 0.8804 2.1744 -2.7822 0.19 -0.11 -0.29
H 2.6078 1.6856 -0.3456 0.51 -0.65 0.07
H 3.3152 1.0346 -1.8033 1.34 0.93 -2.52
H 3.9071 -0.4109 0.2692 0.30 -0.14 -0.02
H 3.3969 -1.3556 -1.1804 -0.09 1.08 0.12
H -3.5415 1.2890 2.6154 0.18 0.15 0.64
H -2.6971 2.5712 1.6432 -0.01 -1.67 0.54
H -1.6906 1.6851 2.7896 -0.67 -0.17 0.65
H -0.3027 -2.2150 1.2343 -0.63 0.31 -0.70
H -1.5760 -2.4756 -0.0111 -0.82 -0.49 0.65
H 1.8627 -2.0713 0.7068 -0.01 1.09 -0.85
H 1.6239 -0.3446 1.1144 0.01 -0.16 -0.23
H -2.9936 0.4177 0.4144 -0.48 -0.47 -0.61
H -1.4872 -0.4986 -0.9581 0.17 -0.12 -0.59
H 0.6530 -1.4790 -1.6046 -0.45 -1.09 -0.17


(3)
31
Properties=species:S:1:pos:R:3:forces:R:3 method="wB97M-V/def2-TZVPD" multiplicity=3 molar_mass_g_mol=235.37 charge=0 total_energy_ev=-36857.484 gap_ev="5.78 / 6.67" s_squared=2.014 e_lumo_ev="0.63 / -2.09"
C 5.0486 -2.4396 -0.0015 -0.15 0.00 0.09
C 4.1113 -1.5713 -0.3410 -0.34 0.16 -0.07
C 3.7003 1.7460 0.0637 -3.40 1.70 -1.47
C -4.7220 -0.4345 1.4947 0.18 -0.22 -0.15
C -0.6641 1.6229 -1.6713 0.24 0.23 -0.40
C -3.5046 -0.9635 0.7470 0.00 0.29 0.04
C -2.5066 0.1467 0.4313 0.05 -0.32 -0.16
C -1.2853 -0.3777 -0.3287 -0.33 -0.07 0.30
C 2.2132 0.3356 -0.1231 0.81 -0.38 1.06
N -0.3231 0.6384 -0.6808 0.42 0.02 0.76
O 4.8028 1.3899 0.2442 3.55 -2.03 0.88
O 0.9542 2.5276 0.4394 -0.24 0.77 0.29
S 2.7572 -1.1348 0.6993 -0.18 0.84 -0.39
S 0.7047 1.0997 0.6010 0.29 -0.66 -1.00
H 5.8457 -2.6826 -0.6821 0.11 0.01 -0.15
H 5.0508 -2.9300 0.9553 0.01 -0.11 0.25
H 4.1059 -1.0647 -1.2935 0.09 0.06 -0.13
H 3.2515 2.7310 -0.0090 -0.84 -0.50 0.30
H -5.2017 0.3588 0.9303 -0.12 0.16 -0.07
H -5.4473 -1.2263 1.6490 -0.17 -0.08 0.09
H -4.4335 -0.0396 2.4628 0.00 0.11 0.20
H -0.4385 1.2427 -2.6726 -0.07 0.08 0.01
H -1.7155 1.9137 -1.6314 -0.01 -0.02 0.07
H -0.0569 2.5086 -1.4809 -0.10 0.05 -0.16
H -3.0141 -1.7320 1.3468 0.03 -0.11 -0.03
H -3.8300 -1.4300 -0.1853 0.05 -0.09 -0.04
H -3.0076 0.9098 -0.1673 -0.01 0.09 0.03
H -2.1702 0.6200 1.3572 -0.01 0.06 0.03
H -1.6053 -0.8830 -1.2456 0.09 -0.06 0.05
H -0.7554 -1.1082 0.2899 -0.15 -0.19 -0.07
H 2.1356 0.2263 -1.1979 0.19 0.21 -0.17


(4)
28
Properties=species:S:1:pos:R:3:forces:R:3 method="wB97M-V/def2-TZVPD" multiplicity=3 molar_mass_g_mol=167.33 charge=0 total_energy_ev=-18967.461 gap_ev="6.46 / 5.61" s_squared=2.025 e_lumo_ev="0.93 / -3.14"
C -4.0447 -1.5139 0.2149 2.27 0.60 0.70
C -2.9253 -1.2901 0.6361 -1.21 -0.49 -0.18
C -1.9381 2.7067 -1.1103 -1.66 1.73 -2.41
C -1.1262 1.6832 -1.2287 2.30 -2.56 0.16
C 0.6334 -2.7576 -0.3958 1.88 1.36 3.04
C 3.0286 0.7407 0.0399 1.11 0.43 -1.35
C -0.8230 1.3056 2.0715 0.86 1.21 -2.48
C 0.7515 -1.4166 -1.0886 -1.90 0.58 -1.39
C 2.0569 -0.2829 0.6192 0.92 1.66 0.18
N 0.8445 -0.2467 -0.1772 1.06 -2.33 -0.35
Si -0.5084 0.6545 0.2472 -1.37 1.05 -0.02
H -4.9792 -1.8944 -0.0011 -1.35 -0.43 -0.38
H -2.3878 3.1082 -2.0667 0.42 -0.17 1.18
H -2.2460 3.2466 -0.2207 0.19 -0.41 0.17
H -0.7900 1.1959 -2.2539 -1.03 1.27 2.02
H 1.5838 -2.8709 0.2233 -1.09 -0.54 -0.79
H -0.1502 -2.6143 0.3969 0.27 -0.67 -0.99
H 0.5271 -3.5860 -1.0581 -0.35 -0.52 -0.34
H 2.9242 0.6564 -1.0478 0.80 -0.17 -0.05
H 2.7260 1.7478 0.1848 -1.07 0.99 0.48
H 4.0900 0.8596 0.3745 -0.67 -1.17 -0.22
H -1.1620 0.5338 2.7080 -0.30 -0.86 0.67
H -0.0683 1.9600 2.5677 -0.60 -0.46 -0.45
H -1.6911 1.8921 1.7132 0.16 0.14 0.83
H 1.5556 -1.3593 -1.8557 -0.39 -0.18 0.48
H -0.2550 -1.4048 -1.6238 1.26 0.81 0.20
H 2.5585 -1.2787 0.5552 -0.70 0.77 0.94
H 1.8152 0.2250 1.5758 0.19 -1.64 0.35


(5)
38
Properties=species:S:1:pos:R:3:forces:R:3 method="wB97M-V/def2-TZVPD" molar_mass_g_mol=407.26 charge=-1 total_energy_ev=-121712.567 gap_ev=7.59 e_lumo_ev=2.32
C 3.6443 2.7310 1.5328 -0.18 0.66 -0.13
C 3.2367 2.7007 0.0849 0.48 -0.59 -0.54
O 3.6995 1.9155 -0.7168 -0.44 0.59 0.51
O 2.3423 3.6619 -0.2311 0.03 -0.29 0.26
C 1.3037 3.2849 -1.1279 -0.17 0.14 -0.25
C 0.0350 2.8546 -0.3767 0.29 -0.04 0.34
O 0.2055 2.6359 1.0058 -0.40 -0.38 -0.06
Al -1.3800 1.8407 1.4352 0.02 0.10 -0.10
S -2.7821 3.4133 2.3004 -0.21 -0.10 0.24
C -1.3598 0.2465 2.6375 -0.19 0.10 0.05
C -1.9915 -1.0437 2.0610 0.19 -0.07 -0.20
C -1.0229 -2.2203 1.9111 -0.18 -0.11 0.09
Br -1.1799 -3.1409 0.1810 0.04 0.03 0.12
O -1.7817 1.3987 -0.2946 0.36 -0.17 0.38
C -0.5663 1.5482 -0.9235 0.22 -0.03 0.05
S 0.6547 0.1858 -0.4346 0.11 -0.08 0.15
H 4.7003 2.9738 1.6036 0.20 -0.25 0.02
H 3.0845 3.4908 2.0674 -0.14 0.00 0.04
H 3.4282 1.7627 1.9656 0.10 -0.21 0.03
H 1.6300 2.4977 -1.8027 0.28 -0.16 0.09
H 1.0815 4.1562 -1.7393 0.05 0.17 0.02
H -0.7187 3.6464 -0.4561 -0.15 0.07 -0.55
H -3.0237 4.1528 1.2132 0.12 -0.04 -0.14
H -0.3333 0.0721 2.9666 0.13 -0.12 0.01
H -1.9193 0.4791 3.5457 0.09 0.23 0.15
H -2.4517 -0.8630 1.0936 -0.02 0.10 -0.14
H -2.7890 -1.3835 2.7198 -0.20 0.00 0.01
H 0.0135 -1.9331 2.0334 0.13 0.09 -0.28
H -1.2474 -3.0107 2.6175 0.07 -0.04 0.17
H -0.5844 1.4298 -2.0073 -0.40 0.37 -0.18
H 1.0785 -0.1876 -1.6494 -0.21 0.03 -0.09
C -0.7756 -6.2639 -3.3512 -0.10 -0.10 0.06
N -0.6508 -4.7830 -3.2705 0.02 -0.21 0.08
O -1.5869 -4.1674 -2.8243 -0.27 0.17 0.00
O 0.3931 -4.3077 -3.6560 0.25 0.10 -0.15
H -1.7502 -6.5443 -2.9717 -0.02 0.03 0.02
H -0.6575 -6.5423 -4.3935 0.07 0.00 -0.01
H 0.0216 -6.6876 -2.7492 0.05 0.00 -0.04


(6)
35
Properties=species:S:1:pos:R:3:forces:R:3 method="wB97M-V/def2-TZVPD" molar_mass_g_mol=601.87 charge=-1 total_energy_ev=-165567.718 gap_ev=7.91 e_lumo_ev=2.45
C 4.7142 -0.3747 0.5786 0.26 -0.51 0.88
C 3.3231 0.3221 0.9790 0.88 1.05 0.28
O 2.3453 0.3751 -0.0752 -0.03 -1.25 0.84
C 1.9503 -0.9602 -0.5082 1.38 -0.98 -1.38
C 0.5332 -1.0513 -1.2097 1.80 0.01 -1.13
As -1.1004 -0.4578 -0.2079 0.80 -0.87 -2.24
F -1.9863 -0.3913 -1.8546 0.42 0.29 0.77
Br -3.1270 0.2300 0.9122 -1.51 0.62 0.64
I -0.0635 -0.7813 2.1498 0.59 -0.06 1.34
C -1.6707 -2.4357 -0.1397 -1.29 -2.24 0.35
C -3.1833 -2.6560 0.2863 -3.16 -0.21 -2.34
O -4.1135 -2.5854 -0.5643 3.56 -0.17 2.78
O -3.5989 -3.0081 1.6229 1.43 1.16 -1.34
C -0.6016 1.5131 -0.2969 0.50 0.79 -0.55
C -1.7500 2.4781 -0.8282 0.28 0.80 1.35
C -2.2030 3.5522 0.3129 -0.49 -0.90 -0.34
I -0.8019 3.7321 -2.4046 -0.28 -0.30 0.05
H 5.5758 0.3643 0.4611 -1.31 -0.82 0.03
H 4.6728 -1.0225 -0.3539 -0.12 0.88 1.20
H 5.0022 -1.0549 1.4641 -0.29 0.88 -1.43
H 2.8924 -0.1232 1.9418 0.44 0.29 -1.50
H 3.5746 1.4188 1.2340 -0.59 -1.59 -0.47
H 2.7202 -1.2185 -1.3391 -1.18 0.15 1.05
H 2.1557 -1.7672 0.2912 -0.75 1.45 -0.87
H 0.4356 -2.1272 -1.6154 0.07 1.60 0.84
H 0.5929 -0.3988 -2.1616 -0.24 -0.85 1.50
H -0.9584 -3.0559 0.5136 -1.05 1.24 -0.72
H -1.5878 -2.8713 -1.2038 -0.36 1.03 1.56
H -4.2466 -2.3178 1.8841 0.41 -0.58 -0.46
H 0.2708 1.5695 -1.0298 -1.15 -0.37 1.14
H -0.1850 1.8104 0.7351 -0.92 -0.41 -1.62
H -2.6255 1.9867 -1.3490 1.29 0.47 0.72
H -2.2835 4.6058 -0.1176 0.08 -1.51 0.76
H -1.4567 3.4946 1.1680 -0.91 0.31 -1.15
H -3.2155 3.2063 0.7246 1.43 0.61 -0.56


(7)
38
Properties=species:S:1:pos:R:3:forces:R:3 method="wB97M-V/def2-TZVPD" molar_mass_g_mol=299.98 charge=0 total_energy_ev=-31616.326 gap_ev=7.76 e_lumo_ev=-0.03
Li -0.3481 -1.2294 0.8740 0.01 -0.11 0.00
B -2.0621 -2.9014 -0.1720 -0.42 -5.24 -2.17
F -0.6941 -3.3284 -0.1520 0.48 0.77 0.28
F -2.5391 -3.1844 -1.5280 0.26 0.54 1.79
F -2.7021 -3.7254 0.8010 -0.05 0.85 -0.51
F -2.1561 -1.6174 0.1070 0.03 3.43 0.96
C 0.3899 -2.3874 3.5600 -2.73 -2.81 4.09
O -0.7121 -1.7994 2.9400 -1.41 2.67 -0.55
H 1.3459 -2.1114 3.2680 1.26 0.40 -1.58
H 0.0049 -3.3974 3.4790 2.00 -1.22 -0.31
H 0.4739 -2.3504 4.7200 -0.63 0.93 -1.47
H -1.5931 -2.0584 3.3150 1.55 0.02 -0.46
C 0.2929 2.0396 1.1070 4.06 -4.40 -0.16
O -0.0431 0.7476 1.6710 -0.44 1.42 1.00
H 1.3559 2.1936 0.8810 0.49 -0.33 1.41
H -0.0901 2.7756 1.6020 -2.12 4.32 3.30
H 0.0559 2.1456 0.1580 -2.58 -0.14 -4.59
H -0.4781 1.0226 2.5220 0.58 -1.18 -1.18
C 2.8749 -1.3644 0.8680 -1.20 1.05 -3.34
O 1.6089 -1.9014 0.6570 -1.99 8.93 1.74
H 2.6639 -0.7434 1.6330 0.64 2.59 2.56
H 3.2959 -0.8824 -0.0380 -0.50 0.37 0.39
H 3.5379 -2.0924 1.0480 2.53 -2.72 1.40
H 1.6749 -2.7074 0.4530 0.27 -10.10 -2.76
C 0.3739 3.0346 -2.6650 -1.60 1.09 -0.77
C 0.8239 1.7576 -2.3670 -7.24 0.41 -0.43
C -0.1351 0.6996 -2.1060 2.06 4.93 -1.04
C -1.4791 1.0526 -2.1000 3.89 0.09 -0.58
C -1.9471 2.2736 -2.4510 1.83 3.22 -0.57
C -1.0501 3.3846 -2.7300 3.08 -4.58 0.95
O -1.3611 4.5936 -3.1100 -6.88 -3.12 -0.73
O 0.3389 -0.4574 -1.7230 3.29 -4.29 0.57
H 1.0439 3.8556 -3.0280 -0.30 -0.90 0.69
H 1.7499 1.5056 -2.2530 5.73 -1.10 0.33
H -2.0741 0.3546 -1.7180 -2.96 -2.86 1.03
H -2.9901 2.2706 -2.4580 -1.60 1.04 -0.13
H -0.8171 5.2716 -3.1190 4.74 4.27 0.24
H 1.3639 -0.7384 -1.9470 -4.12 1.75 0.59